9 unconnected molecules or ions with the total composition C14H41N13O9. Source: the Open Molecules 2025 dataset; level of theory: wB97M-V/def2-TZVPD.

Positions of all 77 atoms, in Å:
C -4.001 1.132 -2.263
C -3.492 -0.035 -1.510
N -2.778 0.237 -0.433
O -3.773 -1.169 -1.822
H -3.208 1.802 -2.540
H -4.674 1.775 -1.677
H -4.470 0.705 -3.135
H -2.636 -0.496 0.236
H -2.553 1.161 -0.076
C -0.742 -0.653 -3.766
C -0.068 0.694 -3.771
N 0.225 1.127 -5.015
O 0.323 1.273 -2.750
H -0.092 -1.488 -3.655
H -1.248 -0.882 -4.706
H -1.453 -0.734 -2.957
H 0.070 0.479 -5.789
H 0.968 1.799 -5.090
C 2.134 3.320 -0.234
C 2.195 4.409 -1.354
N 1.816 3.860 -2.606
O 2.547 5.589 -1.235
H 3.010 2.703 -0.474
H 1.170 2.817 -0.166
H 2.186 3.828 0.742
H 1.464 4.602 -3.192
H 1.362 2.971 -2.660
C -0.583 -2.102 0.333
C 0.611 -1.262 0.712
N 1.260 -0.575 -0.265
O 1.023 -1.303 1.888
H -0.988 -1.772 -0.611
H -1.350 -2.171 1.071
H -0.211 -3.128 0.314
H 0.731 -0.114 -1.013
H 1.978 0.076 0.111
C -5.287 -3.136 0.205
C -5.020 -2.451 1.487
N -6.177 -2.410 2.209
O -3.929 -2.046 1.858
H -5.292 -4.190 0.513
H -4.532 -3.070 -0.577
H -6.276 -2.921 -0.158
H -7.011 -2.656 1.787
H -6.298 -2.010 3.118
N 0.651 -3.390 4.298
C 1.109 -4.538 3.674
N 1.777 -4.303 2.476
O 1.044 -5.663 4.131
H -0.113 -3.816 4.801
H 0.290 -2.710 3.657
H 2.131 -5.121 2.061
H 1.839 -3.420 2.009
N 3.314 2.403 3.037
C 3.370 1.093 2.611
N 2.984 0.130 3.497
O 3.716 0.755 1.460
H 3.617 2.963 2.206
H 3.955 2.537 3.795
H 2.918 -0.811 3.191
H 2.572 0.296 4.392
N 0.228 1.468 3.166
C -0.427 2.169 2.205
N -0.407 3.489 2.260
O -0.868 1.639 1.231
H 0.695 0.627 2.839
H 0.720 2.019 3.887
H -0.127 3.886 3.117
H -0.972 4.069 1.644
N 4.049 -0.449 -1.893
C 3.215 -0.202 -2.982
N 3.626 0.873 -3.703
O 2.278 -0.935 -3.235
H 4.335 0.322 -1.311
H 3.786 -1.283 -1.409
H 3.182 1.155 -4.540
H 4.582 1.163 -3.657

The total charge is 0. The value obtained for the frontier orbital gap is 0.3652 Ha. The value obtained for the HOMO energy is -9.5 eV. As for the SMILES: CC(N)=O.CC(N)=O.CC(N)=O.CC(N)=O.CC(N)=O.NC(N)=O.NC(N)=O.NC(N)=O.NC(N)=O.